<P>
The following is a DFT calculation (ωB97M-V/def2-TZVPD) of a structure of composition C4H8OS.

Last column: Mulliken charge in e.
Atoms and positions in Å:
C  -2.05967  -1.16097  0.41621  -0.79
C  1.50141  0.78945  -0.37749  -0.59
C  0.16852  -0.56882  -1.13754  -0.75
C  0.83143  0.77341  0.97547  -0.48
O  -1.58435  1.17154  -0.30978  -0.59
S  -0.88952  0.03030  0.17556  0.77
H  -2.82636  -1.27148  1.17938  0.28
H  -1.56194  -2.12426  0.23223  0.24
H  2.56391  0.51475  -0.37608  0.32
H  1.46477  1.79441  -0.89832  0.26
H  -0.18371  -0.35262  -2.10856  0.38
H  0.49301  -1.62227  -0.89027  0.37
H  1.37439  0.17862  1.74520  0.33
H  0.70810  1.84792  1.37398  0.26

Computed properties:
Spin multiplicity   1
Orbital gap   8.566 eV
Total charge   0
Lowest unoccupied orbital energy   0.38 eV

---

<Q>
The following is a DFT calculation (ωB97M-V/def2-TZVPD) of the molecule C4H8OS.

Last column: Mulliken charge in e.
Atoms and positions in Å:
C  -0.89448  0.31354  -1.46195  -0.74
C  -0.62149  -0.04056  -0.09334  -0.30
C  0.44661  -0.63843  0.30722  -0.23
C  0.79336  -0.82832  1.71013  -0.30
H  -1.90281  2.27173  -2.64685  0.16
H  -0.38943  -0.34505  -2.16688  0.37
H  -1.95325  0.19862  -1.75744  0.34
H  -1.19097  0.44257  0.57812  0.45
H  1.07675  -1.05972  -0.56651  0.21
H  0.29706  -1.76736  2.15386  0.26
H  0.51439  0.02913  2.53602  0.22
H  2.33728  0.04842  1.43046  0.30
O  2.20090  -0.80579  1.77510  -0.51
S  -0.71393  2.18123  -1.79794  -0.24

Computed properties:
Spin multiplicity   1
Structure (SMILES)   OC/C=C/CS
Orbital gap   9.956 eV
Total charge   0
Lowest unoccupied orbital energy   0.73 eV

---

<R>
The following is a DFT calculation (ωB97M-V/def2-TZVPD) of the molecule C4H8OS.

Last column: Mulliken charge in e.
Atoms and positions in Å:
C  -1.20025  -0.64562  -0.66837  -1.44
C  -0.25110  0.34082  -0.00639  0.69
C  1.17844  -0.17171  0.09188  -0.93
C  -0.66841  0.55983  1.41396  -0.20
H  -2.21299  -0.22806  -0.63815  0.38
H  -1.18313  -1.61604  -0.15947  0.34
H  -0.92227  -0.83958  -1.68753  0.38
H  -0.37816  1.31353  -0.49518  0.25
H  1.73689  0.47252  0.77505  0.39
H  1.15821  -1.17091  0.57231  0.34
H  2.41240  1.03255  -1.56393  0.13
H  -0.82676  -0.39563  1.96461  0.31
O  -0.91065  1.61031  1.88848  -0.44
S  2.06776  -0.26201  -1.48727  -0.20

Computed properties:
Spin multiplicity   1
Structure (SMILES)   C[C@@H](C=O)CS
Orbital gap   10.117 eV
Total charge   0
Lowest unoccupied orbital energy   0.81 eV

---

<S>
The following is a DFT calculation (ωB97M-V/def2-TZVPD) of the molecule C4H8OS.

Last column: Mulliken charge in e.
Atoms and positions in Å:
C  -0.46455  -0.83618  1.49610  -0.55
C  0.07683  -0.51292  -0.70210  0.82
C  -0.27037  -1.14510  -1.92131  -1.04
C  0.28176  0.97656  -0.50313  -0.95
H  -1.64467  -0.67867  1.25096  0.24
H  0.02414  0.21782  1.67493  0.20
H  -0.39285  -1.48496  2.33527  0.29
H  -0.26915  -2.10113  -1.79585  0.43
H  -0.22622  -0.55630  -2.84298  0.27
H  -0.64451  1.41311  0.17583  0.31
H  0.35654  1.65863  -1.31324  0.40
H  1.06471  2.87440  1.10286  0.16
O  0.40565  -1.48639  0.33291  -0.38
S  1.70268  1.66113  0.70976  -0.22

Computed properties:
Spin multiplicity   1
Structure (SMILES)   C=C(CS)OC
Orbital gap   9.478 eV
Total charge   0
Lowest unoccupied orbital energy   0.54 eV

---

Which of the structures shown above is the most stable? The most stable is <R>.